{"formula": "C4H6O3P", "method": "ωB97M-V/def2-TZVPD", "symbols": ["C", "C", "C", "C", "O", "O", "O", "P", "H", "H", "H", "H", "H", "H"], "xyz": [[1.202, -0.636, -0.008], [-0.021, -0.850, -0.882], [1.339, 0.790, 0.381], [-0.846, 1.527, 0.206], [-1.583, -0.785, 1.408], [-2.716, -0.236, -0.834], [0.497, 1.748, -0.293], [-1.510, -0.187, 0.038], [1.128, -1.264, 0.883], [2.103, -0.951, -0.558], [0.061, -0.309, -1.823], [-0.185, -1.911, -1.099], [1.552, 1.041, 1.418], [-1.021, 2.023, 1.163]], "total_charge": -1, "energy_ha": -723.07752, "homo_ev": [-4.47, -4.12]}

---

{"formula": "C10H22N4", "method": "ωB97M-V/def2-TZVPD", "symbols": ["C", "C", "N", "C", "C", "N", "C", "C", "N", "C", "C", "N", "C", "C", "H", "H", "H", "H", "H", "H", "H", "H", "H", "H", "H", "H", "H", "H", "H", "H", "H", "H", "H", "H", "H", "H"], "xyz": [[-2.410, -0.777, 0.055], [-2.131, 0.107, -1.029], [-0.942, 0.925, -0.670], [-0.342, 1.681, -1.617], [0.838, 0.886, -2.442], [1.772, 0.675, -1.379], [2.368, -0.562, -0.919], [2.255, -0.367, 0.591], [0.803, -0.486, 1.049], [0.426, -1.607, 1.911], [-1.034, -1.799, 1.627], [-1.405, -1.992, 0.321], [0.233, 0.842, 1.568], [-0.950, 1.393, 0.789], [-3.578, -1.148, -0.188], [-2.411, 0.018, 1.039], [-2.091, -0.305, -2.026], [-3.110, 0.675, -1.249], [0.179, 2.576, -1.192], [-1.150, 1.850, -2.243], [0.518, 0.008, -2.872], [1.180, 1.622, -3.257], [2.668, 1.268, -1.602], [3.527, -0.321, -1.113], [1.942, -1.403, -1.495], [2.944, 0.595, 0.783], [2.922, -1.368, 0.991], [1.062, -2.556, 1.731], [0.690, -1.525, 3.032], [-1.275, -2.773, 1.990], [-1.486, -0.843, 2.069], [-0.708, -1.499, -0.076], [0.425, 1.021, 2.554], [0.912, 1.501, 1.105], [-0.597, 2.403, 0.885], [-2.043, 1.285, 1.280]], "smiles": "C1CN2CCNCCN(CCN1)CC2", "total_charge": 0, "energy_ha": -612.92421, "homo_ev": -7.63}

---

{"formula": "C12H14N3O3S", "method": "ωB97M-V/def2-TZVPD", "symbols": ["N", "C", "C", "C", "S", "C", "N", "N", "C", "O", "C", "O", "O", "H", "H", "H", "H", "H", "H", "H", "H", "C", "C", "C", "C", "C", "C", "H", "H", "H", "H", "H", "H"], "xyz": [[-1.919, -0.365, 0.776], [-0.818, -1.378, 0.524], [-1.433, -2.737, -0.105], [-1.399, -3.994, 0.903], [0.199, -4.996, 0.800], [1.221, -4.317, 2.170], [1.819, -3.054, 1.893], [2.503, -2.695, 3.021], [2.319, -3.741, 3.973], [1.518, -4.807, 3.465], [0.230, -0.811, -0.546], [1.254, -1.521, -0.856], [0.086, 0.409, -1.201], [-1.499, 0.347, 1.391], [-2.612, -0.861, 1.377], [-0.353, -1.594, 1.558], [-2.542, -2.577, -0.388], [-0.816, -3.023, -1.029], [-2.316, -4.684, 0.770], [-1.446, -3.574, 1.978], [2.799, -3.607, 4.991], [0.619, 5.628, -1.441], [0.434, 5.659, -2.820], [0.087, 4.495, -3.502], [-0.085, 3.303, -2.803], [0.095, 3.273, -1.424], [0.452, 4.434, -0.743], [0.893, 6.534, -0.910], [0.562, 6.589, -3.364], [-0.050, 4.518, -4.578], [-0.360, 2.398, -3.333], [-0.041, 2.341, -0.879], [0.598, 4.409, 0.332]], "total_charge": -1, "energy_ha": -1253.74893, "homo_ev": -3.92}

---

{"formula": "C3AlF9O9S3", "method": "ωB97M-V/def2-TZVPD", "symbols": ["Al", "C", "F", "F", "F", "S", "O", "O", "O", "C", "F", "F", "F", "S", "O", "O", "O", "C", "F", "F", "F", "S", "O", "O", "O"], "xyz": [[-1.932, -0.222, -1.613], [0.244, 3.023, 1.994], [0.051, 3.802, 0.929], [1.171, 3.567, 2.754], [-0.894, 2.883, 2.644], [0.802, 1.364, 1.398], [2.093, 1.517, 0.797], [0.913, 0.518, 2.602], [-0.241, 0.918, 0.508], [2.090, -0.270, -5.096], [3.374, -0.026, -5.286], [1.356, 0.749, -5.545], [1.716, -1.353, -5.765], [1.793, -0.556, -3.278], [2.107, -1.958, -3.114], [2.639, 0.352, -2.547], [0.361, -0.323, -3.071], [-2.735, -2.403, 3.084], [-3.950, -2.315, 2.578], [-2.781, -2.204, 4.393], [-2.200, -3.590, 2.835], [-1.662, -1.084, 2.313], [-2.275, 0.164, 2.701], [-0.324, -1.233, 2.898], [-1.714, -1.320, 0.886]], "total_charge": 0, "energy_ha": -3127.00955, "homo_ev": -9.94}

---

{"formula": "C4H11OS", "method": "ωB97M-V/def2-TZVPD", "symbols": ["C", "C", "S", "H", "H", "H", "H", "H", "H", "C", "O", "C", "H", "H", "H", "H", "H"], "xyz": [[-1.162, -1.754, 1.422], [-0.544, -1.440, 0.046], [0.053, -3.080, -0.679], [-1.794, -2.650, 1.454], [-0.404, -1.740, 2.197], [-1.959, -1.027, 1.664], [0.365, -0.936, 0.319], [-1.159, -0.941, -0.689], [1.145, -3.004, 0.092], [0.687, 1.559, -0.124], [-0.326, 1.432, 0.759], [0.713, 2.623, -1.275], [1.669, 1.684, 0.378], [0.670, 0.647, -0.782], [1.535, 2.372, -1.958], [-0.263, 2.557, -1.772], [0.774, 3.699, -1.051]], "total_charge": -1, "energy_ha": -632.38101, "homo_ev": -2.48}

---

{"formula": "H4N3P", "method": "ωB97M-V/def2-TZVPD", "symbols": ["N", "P", "N", "N", "H", "H", "H", "H"], "xyz": [[-2.523, -0.550, -0.214], [-1.331, 0.321, -0.017], [0.477, 0.371, 0.200], [1.383, -0.709, 0.011], [-1.134, 1.717, 0.422], [0.889, 1.379, -0.048], [1.085, -1.400, 0.655], [1.155, -1.129, -1.009]], "smiles": "N#[PH]NN", "total_charge": 0, "energy_ha": -507.86721, "homo_ev": -9.64}